No. 1
19
Properties=species:S:1:pos:R:3:forces:R:3 method="wB97M-V/def2-TZVPD" spin_multiplicity=2 relative_energy_kcal_mol=68.47 s_squared=0.7533 gap_ev="2.716 / 7.424"
O -2.46949 -0.65913 0.37930 -0.3630 -0.1003 0.4557
C -1.67116 -0.19476 -0.46681 1.8492 -0.3765 -0.4208
O -1.93098 0.98033 -1.17553 0.4249 1.1260 -0.5176
C -0.21367 -0.60884 -0.61275 -0.9672 0.1366 1.9722
C 0.39190 -0.62366 0.85786 -0.0207 -2.0076 -0.6562
C 1.47531 0.40184 0.96648 -0.4656 -1.1643 0.3696
N 0.85642 1.72369 0.59814 0.4072 0.9871 -0.3296
N 0.01202 -1.95192 -1.15598 0.9833 -0.2656 -0.7623
H -2.87153 1.03579 -1.26778 -0.9480 0.0920 -0.0331
H 0.36969 0.11933 -1.18236 -0.1501 -0.1424 -0.4863
H 0.88593 -1.60028 0.95282 0.2113 0.2109 0.0685
H -0.38977 -0.69724 1.61332 -0.2149 0.7707 0.0261
H 1.96982 0.38213 1.93618 -0.0892 0.6504 -0.0291
H 2.16943 0.06925 0.19664 0.3521 0.7925 -0.0461
H 1.39920 2.14421 -0.15751 -0.3217 0.0064 -0.0932
H -0.12168 1.54547 0.27136 -0.0757 -0.2966 -0.2454
H 0.79944 2.45114 1.31186 0.1248 -0.4221 0.3375
H 0.09802 -1.98018 -2.17209 -0.3042 0.2394 0.3113
H -0.75891 -2.53717 -0.89315 -0.4324 -0.2365 0.0789

No. 2
77
Properties=species:S:1:pos:R:3:forces:R:3 method="wB97M-V/def2-TZVPD" spin_multiplicity=6 s_squared=9.3327 gap_ev="7.246 / 7.194" total_charge=-1
Dy 1.80005 0.32844 0.00208 -1.7909 0.2469 -0.1981
N 4.49516 2.62219 -3.16210 0.7072 -0.3881 -1.0265
C 3.82667 2.17071 -2.07129 0.1548 -1.7295 -0.3078
S 3.71303 0.42383 -1.91351 0.1109 0.4975 -0.1059
N 3.33585 3.10336 -1.36770 -1.9392 0.9989 2.4095
N 2.47940 2.66553 -0.29065 0.7361 -0.2005 -1.0271
C 1.73605 3.59305 0.18551 -0.0564 1.2410 -0.4879
C 0.85124 3.51539 1.33164 -0.9954 1.0247 0.0471
C 0.04973 4.61503 1.73547 0.2589 -0.1329 -0.1766
C -0.70542 4.66175 2.89000 1.2373 0.0884 -1.4233
C -0.56563 3.62025 3.77273 -1.1943 -0.0939 1.4109
C 0.14433 2.52315 3.44880 -0.5277 -0.4709 -0.5920
C 0.75634 2.39722 2.15271 0.6146 -0.0355 2.5286
O 1.38822 1.32622 1.94401 0.8408 -1.7413 -1.0677
H 5.26331 2.07054 -3.50993 -0.1689 -0.0891 0.0775
H 4.65012 3.60105 -3.11830 0.2443 0.8111 -0.1134
H 1.79784 4.58155 -0.33300 -0.0183 -0.6052 0.5029
H 0.05322 5.50823 1.15874 0.0747 0.5608 -0.7767
H -1.24952 5.53910 3.07909 -0.7240 0.9259 0.4422
H -1.08874 3.63686 4.73501 0.1713 0.0830 -0.2453
H 0.05701 1.70047 4.14803 0.6548 -0.3262 -0.3458
C -1.78538 0.77514 -3.91980 0.1418 -2.1377 -0.3878
Si -0.03346 0.57774 -3.14199 -0.9702 0.9915 -1.1850
C 0.24604 2.47858 -2.93341 2.4244 -1.4385 0.5639
C 1.00211 -0.01724 -4.64009 -0.1481 -0.7393 0.1948
C -0.14623 -0.55764 -1.67717 0.7056 0.6169 0.0565
C -1.27563 -0.15878 -0.83097 0.6199 -0.0856 -0.7390
C -2.56620 -0.68745 -0.98342 -0.2925 0.8184 0.8677
C -3.58139 -0.02968 -0.32198 0.0374 1.1200 0.3599
C -3.36021 1.14743 0.45207 2.2597 -1.9454 -0.6478
C -1.99855 1.50340 0.64997 -2.3023 1.1430 -0.7646
N -1.02018 0.86244 0.00841 0.4740 0.6681 0.4534
Si 0.00931 -2.32967 -2.06384 0.1066 -0.4524 1.0586
C -0.70255 -3.30432 -0.57168 0.1420 0.5834 -0.0667
C -0.89258 -2.96637 -3.55476 0.4161 -0.6192 -0.9604
C 1.82799 -2.65600 -2.28682 0.1114 0.0666 1.4415
H -1.80463 1.53304 -4.71683 -0.0680 -0.2439 0.2889
H -2.42709 1.03614 -3.08221 -0.4850 0.1729 -0.1807
H -2.11280 -0.25998 -4.34425 0.2695 1.7650 0.6341
H 0.09658 2.96266 -3.85814 -0.4463 0.3296 -1.4324
H 1.30370 2.74001 -2.69266 -0.7306 -0.1378 0.1993
H -0.41085 2.92672 -2.23989 -0.7489 0.4424 1.0744
H 0.36287 0.02753 -5.55955 0.5174 0.0594 0.7496
H 1.31892 -1.08879 -4.50132 -0.0858 1.1595 -0.3701
H 1.87421 0.64177 -4.75325 -0.0720 -0.4023 -0.0811
H -2.78187 -1.48762 -1.67643 0.1140 -0.0241 0.0437
H -4.59163 -0.33133 -0.49514 -0.5975 -0.2661 -0.0058
H -4.17801 1.65614 0.88814 -0.5198 0.5798 0.4164
H -1.83563 2.50040 1.14497 0.5228 -1.3505 -0.1478
H -0.12473 -4.23279 -0.49873 -0.5809 -0.2548 -0.0661
H -1.80322 -3.41301 -0.65195 0.6582 -0.4736 0.0449
H -0.51165 -2.77518 0.37754 -0.0271 -0.0315 -0.4613
H -1.93195 -2.99263 -3.27040 -0.5907 -0.4778 -0.1240
H -0.50087 -3.94497 -3.90812 -0.5277 0.1504 0.6515
H -0.83858 -2.39112 -4.47126 0.0987 0.6380 -0.0259
H 2.11410 -3.63260 -2.69934 0.0514 0.5446 -0.2856
H 2.33359 -2.54545 -1.29041 -0.3130 -0.1706 -0.7317
H 2.08067 -1.74562 -2.82977 0.7658 -0.4781 -0.4649
O 3.85019 -2.91466 1.87419 1.0508 -1.3983 0.0351
C 2.87392 -2.24671 1.69847 -1.0514 0.7869 2.0141
O 2.76766 -1.23758 0.94756 0.5629 0.3043 -1.2384
C 1.64522 -2.37780 2.62514 -0.5619 -0.7713 0.1896
C 1.72959 -3.20779 3.79981 -1.5050 0.4527 -0.4879
C 0.59320 -3.37384 4.59652 1.2148 0.5271 -0.4487
C -0.58099 -2.67719 4.25616 0.3550 0.3243 -1.2681
C -1.79166 -2.79337 4.99498 0.6620 0.0434 -0.4326
C -2.92082 -2.16317 4.60230 2.2393 1.2755 -2.3996
C -2.84878 -1.36067 3.38188 -1.5631 -0.8627 1.6361
C -1.72165 -1.28800 2.62995 -0.8898 1.6563 -0.7738
C -0.53292 -1.88014 3.04122 -0.1831 -1.2888 1.2603
N 0.54327 -1.74440 2.23818 1.1490 -0.6146 0.8387
H 2.65414 -3.72792 3.95005 0.2807 -0.1141 0.2381
H 0.59597 -3.97062 5.50998 0.1450 -0.0304 -0.2939
H -1.77521 -3.40310 5.86876 0.0194 -0.3509 0.6423
H -3.74838 -2.15489 5.22034 -1.8132 -0.0951 0.8572
H -3.80298 -0.86583 3.15216 0.7223 0.0312 -0.4361
H -1.67227 -0.63711 1.73945 -0.1543 -0.6610 0.5726

No. 3
36
Properties=species:S:1:pos:R:3:forces:R:3 method="wB97M-V/def2-TZVPD" spin_multiplicity=2 s_squared=0.7594 gap_ev="5.274 / 4.942" total_charge=+1
C 2.27330 0.65858 0.54428 0.2009 0.2770 -0.1351
C 1.67645 1.61402 -0.47785 -0.3475 0.1301 0.1314
C 1.04922 2.83658 0.22568 0.4731 -0.2332 -0.2147
C 0.73227 0.94872 -1.48071 0.1691 -0.1120 0.2296
P -0.93071 0.30603 -0.77830 0.0831 -0.0429 0.1079
C -2.66580 -0.19212 -0.13214 -0.0998 0.3980 0.2528
C -3.34583 0.82338 0.82385 0.2350 -0.6720 0.0357
O -2.47705 1.76654 1.43002 0.3520 0.0436 0.2538
C -0.44188 -1.57837 -0.93879 0.3743 -0.5985 0.3748
C 0.12082 -2.19545 0.35254 -0.2342 -0.3435 -0.2187
C 1.57737 -2.54308 0.17975 -0.1644 0.0220 0.2269
Br 2.52973 -2.49647 1.96964 0.1232 0.4700 0.0085
H 2.95205 -0.04803 0.07199 0.0645 -0.2105 -0.0785
H 2.86590 1.23133 1.24541 0.2389 0.0911 0.2759
H 1.52722 0.13351 1.13352 -0.2275 -0.1320 0.0575
H 2.51829 1.98245 -1.04933 0.2708 0.1095 -0.2701
H 0.13175 3.16505 -0.24110 -0.3059 0.0265 0.0506
H 1.74066 3.66496 0.17029 0.2001 0.3108 0.0542
H 0.90142 2.64007 1.27887 -0.4054 -0.0086 0.2739
H 1.30065 0.19636 -2.02971 -0.0437 -0.2658 -0.0981
H 0.46534 1.70678 -2.20976 -0.1822 0.1630 -0.2680
H -1.44416 0.23331 -2.18707 -0.0665 0.1421 -0.1650
H -1.40452 1.70775 -0.79578 -0.1264 0.0618 -0.1122
H -0.44080 0.46626 0.58215 -0.0285 0.1226 0.0225
H -2.69278 -1.17221 0.33743 0.2777 -0.2447 0.1176
H -3.29704 -0.27097 -1.01102 -0.1253 -0.1443 -0.3075
H -4.11672 1.35963 0.29577 -0.0395 0.5321 -0.1565
H -3.85987 0.26982 1.60411 -0.2048 -0.1423 0.1541
H -1.96153 1.32621 2.12373 -0.3238 0.2190 -0.2593
H -1.30250 -2.15743 -1.21758 -0.5962 0.0688 -0.1999
H 0.28145 -1.72961 -1.72688 0.1812 0.3087 -0.4176
H -0.00797 -1.57632 1.22673 -0.0202 0.3387 0.2003
H -0.41257 -3.11416 0.55857 -0.2550 -0.2340 0.2411
H 2.08497 -1.87760 -0.49799 0.5126 0.1574 0.1291
H 1.70294 -3.58951 -0.25142 -0.6807 0.9763 -1.1681
Cu 2.36992 -4.49606 0.87110 0.7210 -1.5847 0.8710

No. 4
57
Properties=species:S:1:pos:R:3:forces:R:3 method="wB97M-V/def2-TZVPD" spin_multiplicity=3 relative_energy_kcal_mol=58.77 s_squared=2.0718 gap_ev="6.165 / 4.345" total_charge=+2
Ni 0.07681 -0.15313 -0.00403 0.5789 2.1526 -0.1562
C 0.18114 0.66412 3.23735 0.0750 0.0264 -0.2133
P -0.59687 -0.53885 2.12045 -0.3646 -0.2966 0.7578
C -0.34979 -2.11888 2.98312 0.0652 0.0975 -0.1896
C -2.38318 -0.23689 2.21358 0.1496 0.0396 -0.1446
H -0.05840 0.37587 4.26058 -0.0698 -0.0159 0.0023
H -0.20340 1.66689 3.05506 0.0035 -0.0188 -0.0324
H 1.26320 0.66164 3.11538 -0.0026 -0.0138 0.0146
H -0.57532 -1.95102 4.03629 -0.0226 -0.0189 0.0208
H 0.67844 -2.46719 2.89106 -0.0060 0.0223 0.0084
H -1.02672 -2.88087 2.60226 0.0318 0.0785 0.0216
H -2.69132 -0.28986 3.25861 -0.0050 0.0021 0.0121
H -2.92880 -0.98499 1.63782 0.0117 -0.0032 0.0142
H -2.61215 0.75414 1.82184 0.0135 0.0047 0.0171
Ge -0.30172 -2.44360 -0.68396 -0.6315 -2.7919 -0.7291
C 0.97057 -3.75112 0.01254 -0.4695 0.8194 0.0350
C 0.68652 -4.64264 1.05138 0.0367 -0.1590 0.0434
C 1.55720 -5.68392 1.31403 -0.1138 0.0450 0.0763
C 2.73105 -5.81838 0.57677 0.0449 0.0560 -0.0529
C 3.02440 -4.92636 -0.44747 0.0448 0.0049 -0.0083
C 2.15567 -3.88477 -0.71975 0.0657 0.0542 -0.0824
C -2.21431 -2.81714 -0.63253 0.7880 0.4516 0.2414
C -2.82019 -3.57558 0.37343 -0.1355 -0.0633 -0.0062
C -4.07710 -4.10621 0.15235 0.0584 0.0114 0.1230
C -4.74979 -3.83665 -1.03874 -0.0040 0.0565 -0.0472
C -4.16724 -3.04137 -2.01863 -0.0547 0.0349 0.0171
C -2.90602 -2.51100 -1.81104 0.0278 0.0477 -0.0260
H 0.03351 -2.33527 -2.18263 0.1114 0.3798 0.1507
H -0.22665 -4.56399 1.62249 0.0300 -0.0487 -0.0127
H 1.31905 -6.39477 2.09406 0.0284 -0.0094 -0.0118
H 3.42169 -6.61881 0.80641 -0.0240 -0.0234 -0.0214
H 3.92774 -5.03888 -1.03133 0.0084 -0.0154 0.0286
H 2.38492 -3.19646 -1.52496 0.0108 -0.0215 -0.0079
H -2.31036 -3.78547 1.30438 -0.0389 -0.0707 -0.0637
H -4.52948 -4.73771 0.90532 -0.0508 0.0264 -0.0184
H -5.74351 -4.23593 -1.19294 0.0217 -0.0362 -0.0166
H -4.69391 -2.82759 -2.93860 -0.0301 -0.0116 0.0190
H -2.45208 -1.87873 -2.56566 -0.0084 -0.0549 -0.0395
O -0.41687 1.75152 0.38347 -0.0988 -0.3051 -0.0894
N 0.81614 2.07392 0.59772 0.3356 0.6767 0.1384
O 1.16901 3.18908 0.79481 -0.1923 -0.5390 -0.0736
O 1.60384 1.06329 0.58857 -0.1819 -0.2585 -0.0778
N 1.92195 0.70899 -3.55943 0.0483 -0.0040 -0.0261
C 1.69744 0.03639 -2.42880 -0.0958 0.1104 0.0058
N 0.52900 0.34949 -1.89363 0.1448 -0.4720 0.4765
C -0.04547 1.30898 -2.72856 0.0422 0.1258 -0.2410
C -1.25306 1.99899 -2.64802 -0.0210 -0.0271 0.0021
C -1.53230 2.90304 -3.65303 -0.0987 -0.0707 0.1689
C -0.65010 3.11406 -4.72059 0.2081 -0.0488 -0.0977
C 0.54794 2.43461 -4.81281 0.0251 0.0401 -0.1057
C 0.83657 1.53775 -3.79233 -0.3648 0.0000 0.2143
H 2.75338 0.65748 -4.12613 0.0574 -0.0766 0.0234
H 2.39769 -0.66183 -1.99870 0.0778 0.0385 -0.0665
H -1.93512 1.84102 -1.82412 -0.0276 0.0407 -0.0032
H -2.45457 3.46640 -3.61562 -0.0009 -0.0137 -0.0070
H -0.90863 3.82611 -5.49184 -0.0233 0.0035 0.0162
H 1.22571 2.58787 -5.64202 -0.0087 0.0413 0.0191